A molecular structure, C27H24N4O5Tc. Source: OMol25; level of theory: ωB97M-V with the def2-TZVPD basis set.

Properties
LUMO (spin up / spin down) = -1.40 / -1.02 eV
2S+1 = 2
ΔE to the lowest compared entry with this formula, charge and spin = 1.292 eV

Last column: natural (NBO) charge in e.
CARTESIAN COORDINATES (ANGSTROEM)
Tc (-0.10886, -0.28353, -0.12904)  1.427
C (-1.70778, -1.51828, 3.91434)  -0.243
O (-0.68318, -2.51173, 3.94934)  -0.515
C (0.56994, -2.20546, 3.51536)  0.332
C (1.61611, -2.84879, 4.15739)  -0.247
C (2.94142, -2.63244, 3.79876)  -0.216
C (3.23724, -1.74722, 2.78818)  -0.194
C (2.20689, -1.10750, 2.08787)  -0.167
C (2.58245, -0.15684, 1.07285)  0.162
N (1.79490, 0.34108, 0.18859)  -0.262
N (2.31148, 1.35218, -0.63175)  -0.412
C (1.30989, 2.16160, -0.87666)  0.562
O (0.09562, 1.85690, -0.54114)  -0.677
C (1.53830, 3.39266, -1.65580)  -0.069
C (0.50005, 4.30874, -1.79547)  -0.179
C (0.67774, 5.44005, -2.57274)  -0.219
C (1.88564, 5.65382, -3.21728)  -0.197
C (2.92033, 4.73843, -3.07932)  -0.223
C (2.75025, 3.60918, -2.30112)  -0.180
C (0.84685, -1.33622, 2.42452)  0.285
O (-0.14835, -0.79051, 1.77424)  -0.619
H (-2.12073, -1.39880, 2.91586)  0.198
H (-1.32612, -0.55598, 4.26226)  0.177
H (-2.47515, -1.87448, 4.60032)  0.188
H (1.36177, -3.52471, 4.96259)  0.227
H (3.73094, -3.14544, 4.32863)  0.219
H (4.26329, -1.53937, 2.51662)  0.214
H (3.60681, 0.21226, 1.06648)  0.207
H (-0.44142, 4.11663, -1.29986)  0.235
H (-0.13049, 6.15086, -2.68071)  0.215
H (2.02191, 6.53419, -3.83111)  0.212
H (3.86260, 4.90645, -3.58278)  0.213
H (3.54753, 2.88934, -2.18460)  0.231
C (2.19870, -3.60600, -1.30168)  -0.674
C (1.30720, -2.41572, -1.52910)  0.483
O (0.68787, -2.01650, -0.44746)  -0.606
C (1.20698, -1.83739, -2.75936)  -0.426
C (0.32517, -0.77700, -3.10430)  0.347
C (0.14642, -0.41415, -4.54474)  -0.665
N (-0.35079, -0.16773, -2.17277)  -0.318
N (-1.32550, 0.69672, -2.60091)  -0.394
C (-2.03556, 1.05332, -1.57558)  0.560
O (-1.87940, 0.49576, -0.40695)  -0.672
C (-3.01460, 2.14697, -1.67815)  -0.048
C (-3.53750, 2.70804, -0.51742)  -0.200
C (-4.40595, 3.78535, -0.60222)  -0.206
C (-4.75846, 4.29900, -1.84031)  -0.206
C (-4.24050, 3.73547, -2.99965)  -0.222
C (-3.36770, 2.66516, -2.92260)  -0.181
H (1.98194, -4.04766, -0.33280)  0.238
H (3.24323, -3.29184, -1.31316)  0.234
H (2.06801, -4.35148, -2.08392)  0.229
H (1.76530, -2.29513, -3.56317)  0.222
H (0.88197, -0.92592, -5.15913)  0.217
H (0.23719, 0.66464, -4.66707)  0.252
H (-0.85484, -0.68264, -4.88166)  0.248
H (-3.24397, 2.30506, 0.44099)  0.235
H (-4.80564, 4.22628, 0.30164)  0.212
H (-5.43646, 5.13984, -1.90463)  0.212
H (-4.51530, 4.13653, -3.96609)  0.213
H (-2.94549, 2.22887, -3.81612)  0.229


C4H8O in the gas phase. Source: OMol25; level of theory: ωB97M-V with the def2-TZVPD basis set.

Properties
LUMO = 1.03 eV
ΔE to the lowest compared entry with this formula, charge and spin = 3.844 eV

Last column: natural (NBO) charge in e.
CARTESIAN COORDINATES (ANGSTROEM)
C (1.72707, 0.01020, -0.38411)  -0.645
C (0.50857, -0.24002, 0.62631)  -0.292
C (-0.45318, 1.00314, 0.32652)  -0.065
O (-1.32451, 0.23625, -0.59809)  -0.547
C (-0.71389, -1.03848, 0.02776)  -0.091
H (2.16547, 1.18532, -0.44067)  0.225
H (1.25002, -0.39258, -1.46774)  0.232
H (2.67303, -0.64233, 0.06997)  0.215
H (0.91807, -0.45546, 1.71582)  0.221
H (0.01792, 1.96538, -0.24660)  0.176
H (-0.99337, 1.44935, 1.16370)  0.179
H (-1.34500, -1.37943, 1.02932)  0.183
H (-0.50153, -2.02931, -0.61796)  0.208